[1]
16
Properties=species:S:1:pos:R:3:forces:R:3 method="wB97M-V/def2-TZVPD" homo_energy_ev=-8.75 orbital_gap_ha=0.3612 smiles="C1=COCCNC1" relative_energy_kj_mol=299.85
C -1.61524 -0.34502 -0.09471 -0.267 0.938 -1.731
C -1.01934 -0.74123 0.98587 1.333 -0.527 1.319
O 0.25592 -0.43952 1.42108 -1.332 -1.302 -0.032
C 1.40640 -0.35742 0.59188 1.884 -1.021 4.160
C 1.30939 0.74620 -0.33216 0.174 3.610 1.661
N 0.42812 0.46833 -1.37476 -1.710 -1.686 -3.361
C -1.01337 0.57943 -1.13502 -0.580 1.168 0.332
H -2.67244 -0.53145 -0.12649 -0.323 -0.281 -0.343
H -1.57286 -1.33881 1.69304 0.153 -0.006 0.401
H 2.12053 -0.28058 1.49347 -0.145 0.686 -1.776
H 1.79503 -1.26996 0.13727 -0.924 -0.499 -0.367
H 2.32968 1.13962 -0.61292 -1.013 -0.467 -0.176
H 0.77062 1.62213 0.29415 1.438 -1.563 -1.367
H 0.53736 -0.45814 -1.90137 0.475 1.792 1.272
H -1.52206 0.43788 -2.14183 0.450 0.442 1.328
H -1.23705 1.62539 -0.67580 0.388 -1.284 -1.318


[2]
16
Properties=species:S:1:pos:R:3:forces:R:3 method="wB97M-V/def2-TZVPD" homo_energy_ev=-9.91 orbital_gap_ha=0.3554 relative_energy_kj_mol=379.18
C 0.15441 -1.11300 -1.06565 0.028 -0.023 -0.062
C -0.02380 -0.01448 -0.00522 0.081 0.042 0.031
C -1.31447 -0.25407 0.79264 -0.047 0.023 0.044
C 1.22806 0.18611 0.88083 0.160 -0.071 0.146
N 0.61357 2.33394 -0.66071 -0.647 -0.008 -0.458
C -0.10971 1.30118 -0.68931 0.229 0.204 0.071
O -0.88479 1.89017 -1.53106 0.055 0.100 -0.007
H -0.69986 -1.13660 -1.75109 0.122 0.029 0.114
H 0.22769 -2.09204 -0.57939 0.000 0.181 -0.022
H 1.06212 -0.95172 -1.65584 -0.110 -0.010 0.091
H -1.26596 -1.22081 1.30532 0.057 0.142 -0.084
H -2.18709 -0.26434 0.13008 0.157 0.005 0.073
H -1.46800 0.52721 1.54367 0.043 -0.094 -0.094
H 0.97581 0.24020 1.94261 0.019 -0.164 -0.118
H 1.98843 -0.57980 0.71227 -0.190 -0.053 0.116
H 1.70360 1.14807 0.63083 0.041 -0.302 0.161


[3]
16
Properties=species:S:1:pos:R:3:forces:R:3 method="wB97M-V/def2-TZVPD" homo_energy_ev=-9.28 orbital_gap_ha=0.3742 smiles="O=CN1CCCC1" relative_energy_kj_mol=184.71
O 0.77202 0.00490 -2.56007 1.125 -0.304 -0.441
C -0.04751 -0.19709 -1.71428 -0.568 0.350 0.075
N 0.01156 0.28462 -0.41784 -2.694 -0.510 -0.263
C 1.03894 0.26924 0.58069 5.118 4.901 -2.818
C 0.57613 -0.51242 1.68477 -0.641 -2.366 2.270
C -0.94785 -0.18394 1.75967 0.015 -1.428 -1.450
C -1.27372 0.34930 0.28605 -0.436 0.617 2.604
H -1.00392 -0.72967 -2.00770 0.479 0.520 0.696
H 2.14758 0.12297 0.06716 -2.940 -0.454 1.293
H 1.20786 1.35668 0.92878 -0.448 -1.137 -0.407
H 1.09676 -0.33455 2.68355 -0.519 -0.297 -1.496
H 0.76424 -1.53666 1.30806 -0.464 -0.088 0.991
H -1.12279 0.62058 2.42416 -0.107 0.675 0.905
H -1.59584 -1.05473 2.06342 0.785 0.851 -0.333
H -1.73353 1.37886 0.50011 1.141 -0.909 -1.021
H -2.09329 -0.20555 -0.14354 0.155 -0.421 -0.607